DFT (ωB97M-V with the def2-TZVPD basis set) results for the molecule C6H11NO in a non-equilibrium geometry.

Last columns: bonded neighbours and bond lengths (Å).
Element x y z (Å)
1 N -1.539 0.112 1.610  O2 1.471, C5 1.330
2 O -1.591 -0.103 3.065  N1 1.471, H9 0.951
3 C -0.739 -0.089 -0.556  C4 1.304, C5 1.399, H10 1.064
4 C 0.272 0.599 -1.010  C3 1.304, C6 1.488, C7 1.544
5 C -0.823 -0.600 0.743  N1 1.330, C3 1.399, C8 1.533
6 C 1.474 1.036 -0.249  C4 1.488, H11 1.067, H12 1.059, H13 1.047
7 C 0.270 0.935 -2.518  C4 1.544, H14 1.065, H15 1.089, H16 1.111
8 C -0.139 -1.890 1.209  C5 1.533, H17 1.171, H18 1.105, H19 1.110
9 H -2.108 0.572 3.491  O2 0.951
10 H -1.508 -0.561 -1.119  C3 1.064
11 H 1.843 0.365 0.495  C6 1.067
12 H 2.291 1.209 -0.899  C6 1.059
13 H 1.324 1.910 0.307  C6 1.047
14 H 0.961 0.281 -2.996  C7 1.065
15 H -0.729 0.760 -2.914  C7 1.089
16 H 0.673 1.966 -2.617  C7 1.111
17 H -0.837 -2.495 1.929  C8 1.171
18 H 0.125 -2.414 0.273  C8 1.105
19 H 0.780 -1.594 1.756  C8 1.110

Values from the calculation:
* structure (SMILES): CC(C)=C/C(C)=N/O
* energy above the lowest of the compared OMol25 structures with the same formula, charge and spin: 3.881 eV
* HOMO: -9.17 eV